{
  "formula": "C3H4Cl2NO2P",
  "method": "ωB97M-V/def2-TZVPD",
  "species": ["C", "C", "C", "N", "O", "O", "P", "Cl", "Cl", "H", "H", "H", "H"],
  "xyz": [[-0.7116, -0.9228, 1.0500], [-1.4091, -0.2398, -0.0912], [0.3758, 0.7632, -1.0584], [0.5117, -0.8183, 1.3250], [2.4283, 0.8815, 0.9406], [-0.6616, -0.0611, -1.2888], [1.5078, -0.0314, 0.2565], [0.0471, 2.3704, -0.1861], [2.3542, -1.4603, -0.8346], [-1.4273, -1.3566, 1.9219], [-2.3268, -0.7465, -0.4309], [-1.6739, 0.7453, 0.2984], [0.9854, 0.8761, -1.9024]],
  "atomic_forces_ev_per_a": [[-1.96, -0.15, 2.17], [-1.32, -0.85, -0.65], [1.99, -0.17, 3.25], [0.08, -0.88, -0.11], [-0.01, -0.39, -0.39], [-1.00, 0.15, 0.27], [0.36, 1.62, -0.10], [-0.33, -0.31, -1.12], [0.28, -0.60, -0.23], [1.46, 0.77, -2.17], [0.37, 0.04, 0.49], [-0.32, 0.02, 0.06], [0.39, 0.74, -1.46]],
  "mulliken_charge": [0.127, -0.466, -0.249, -0.446, -0.590, -0.373, 0.914, -0.163, -0.229, 0.283, 0.334, 0.345, 0.514],
  "e_above_lowest_kcal_mol": 14.28,
  "homo_lumo_gap_ev": 9.9,
  "homo_energy_ev": -9.933,
  "e_lumo_ha": 0.0004
}

***

{
  "formula": "C3H4Cl2O",
  "method": "ωB97M-V/def2-TZVPD",
  "species": ["C", "C", "C", "H", "H", "H", "H", "O", "Cl", "Cl"],
  "xyz": [[-0.6689, -0.2191, -0.0839], [0.4348, -0.3296, 0.9651], [0.3674, 0.6040, -0.8757], [0.2630, 0.2823, 1.8532], [0.7034, -1.3651, 1.2689], [0.6040, 0.2229, -1.8898], [0.1343, 1.6753, -0.8786], [1.3873, 0.2541, 0.0604], [-2.1349, 0.6371, 0.4286], [-1.0904, -1.7619, -0.8482]],
  "atomic_forces_ev_per_a": [[-0.08, 0.15, -0.14], [0.32, -0.81, 0.40], [-0.19, -0.25, -0.66], [-0.01, 0.06, -0.09], [-0.13, 0.65, -0.25], [-0.25, 0.33, 0.52], [0.11, -0.16, -0.05], [0.13, 0.01, 0.32], [0.09, -0.06, -0.08], [0.00, 0.07, 0.04]],
  "mulliken_charge": [0.798, -0.582, -0.571, 0.273, 0.273, 0.278, 0.267, -0.355, -0.193, -0.188],
  "e_above_lowest_kcal_mol": 28.76,
  "homo_lumo_gap_ev": 11.3,
  "homo_energy_ev": -10.462,
  "e_lumo_ha": 0.0303
}

***

{
  "formula": "C3H4Cl2S",
  "method": "ωB97M-V/def2-TZVPD",
  "species": ["C", "C", "C", "H", "H", "H", "H", "S", "Cl", "Cl"],
  "xyz": [[0.1691, 0.0114, -1.2228], [-0.8519, 1.0280, -0.6728], [0.0702, 0.4145, 0.2657], [-1.3010, -1.7900, -0.7182], [1.0445, 0.4683, -1.6599], [-1.9153, 0.7005, -0.6179], [-0.7144, 2.0942, -0.9053], [-0.3835, -1.5948, -1.6803], [1.4043, 1.4509, 0.8985], [-0.6574, -0.5497, 1.4878]],
  "atomic_forces_ev_per_a": [[-1.13, 0.93, 2.42], [-0.92, 0.86, -1.28], [1.08, 0.65, -0.03], [0.18, 0.30, -0.01], [0.01, -0.53, -0.44], [1.01, 0.27, -0.08], [-0.07, -0.59, 0.04], [0.28, -0.71, -0.88], [-0.54, -0.50, -0.28], [0.10, -0.68, 0.55]],
  "mulliken_charge": [-0.198, -0.674, 0.482, 0.103, 0.353, 0.235, 0.237, -0.188, -0.199, -0.152],
  "e_above_lowest_kcal_mol": 15.11,
  "homo_lumo_gap_ev": 9.8,
  "homo_energy_ev": -9.134,
  "e_lumo_ha": 0.0263
}

***

{
  "formula": "C3H4Cl2S",
  "method": "ωB97M-V/def2-TZVPD",
  "species": ["C", "C", "C", "S", "Cl", "Cl", "H", "H", "H", "H"],
  "xyz": [[-0.7444, -0.4078, 1.1375], [0.3260, -1.0485, 0.6102], [1.7459, -0.8086, 0.8780], [3.6271, 1.9447, -0.5733], [1.8872, 1.3932, 0.3632], [0.0078, -2.0707, -0.6315], [-1.7378, -0.4152, 0.8002], [-0.6516, -0.1347, 2.1231], [1.9734, -0.6171, 1.9459], [2.3449, -1.2495, 0.1440]],
  "atomic_forces_ev_per_a": [[1.88, -1.32, 0.01], [-0.88, 1.92, 1.11], [-2.34, 2.44, 1.87], [-0.57, -0.23, 0.38], [0.61, -1.34, -0.22], [-0.22, -1.87, -2.84], [-0.93, -0.45, -0.90], [0.47, 1.68, 2.10], [0.47, -0.42, -1.01], [1.53, -0.41, -0.49]],
  "mulliken_charge": [-0.713, 0.641, -0.827, -0.340, 0.048, -0.195, 0.329, 0.295, 0.314, 0.449],
  "e_above_lowest_kcal_mol": 84.15,
  "homo_lumo_gap_ev": [6.3, 6.2],
  "homo_energy_ev": [-8.152, -8.135],
  "e_lumo_ha": [-0.0691, -0.0720]
}

***

{
  "formula": "C3H4Cl2Si",
  "method": "ωB97M-V/def2-TZVPD",
  "species": ["C", "C", "C", "Si", "Cl", "Cl", "H", "H", "H", "H"],
  "xyz": [[1.2150, 2.2420, -1.2085], [0.5579, 1.5153, -0.5200], [-1.7008, 0.4029, 1.3799], [-0.3777, 0.0444, 0.0745], [-2.9068, -0.9737, 1.8402], [-1.4416, 1.5138, 2.7099], [2.0105, 2.7099, -1.8356], [1.7463, 0.3288, 1.9452], [1.5351, 0.3210, 2.8301], [-0.5538, -1.1126, -0.7893]],
  "atomic_forces_ev_per_a": [[2.21, 0.80, -1.39], [-1.14, -1.55, 0.46], [1.40, -1.93, -0.88], [-2.31, 1.77, 2.67], [1.55, 1.69, -0.65], [-0.25, -0.52, -0.96], [-1.44, -0.31, 1.00], [-0.81, -0.03, 3.61], [0.84, 0.05, -3.54], [-0.06, 0.04, -0.31]],
  "mulliken_charge": [0.250, -0.585, 0.057, 0.316, -0.203, -0.121, 0.338, -0.124, 0.123, -0.050],
  "e_above_lowest_kcal_mol": 148.94,
  "homo_lumo_gap_ev": [7.2, 7.2],
  "homo_energy_ev": [-8.152, -8.149],
  "e_lumo_ha": [-0.0357, -0.0357]
}

***

{
  "formula": "C3H4Cl3OP",
  "method": "ωB97M-V/def2-TZVPD",
  "species": ["C", "C", "C", "O", "P", "Cl", "Cl", "Cl", "H", "H", "H", "H"],
  "xyz": [[0.1748, -0.7337, -0.7803], [2.1303, 0.1403, 0.4842], [-2.5451, -0.0417, -0.0209], [2.3502, 1.3374, -0.1760], [0.2819, -0.1937, 0.7056], [-2.3587, 0.3033, 1.6351], [-3.4237, -1.4787, -0.2476], [-3.0058, 1.2417, -1.0342], [-0.3986, -1.4644, -1.3012], [2.6630, -0.7262, -0.0012], [2.5698, 0.2323, 1.5159], [1.5619, 1.3835, -0.7795]],
  "atomic_forces_ev_per_a": [[-0.95, -1.01, -0.60], [1.63, -1.16, 1.89], [-0.53, -0.14, 0.32], [-1.49, 0.61, -1.34], [1.99, 0.46, 0.91], [-0.63, 0.56, 0.50], [-0.17, -0.75, -0.45], [0.19, 0.36, -0.22], [-0.42, 0.02, -0.92], [-0.65, 0.71, 0.32], [-0.31, -0.08, -0.77], [1.34, 0.42, 0.36]],
  "mulliken_charge": [-0.369, -0.467, 0.244, -0.488, 0.121, -0.132, -0.115, -0.104, 0.382, 0.273, 0.268, 0.387],
  "e_above_lowest_kcal_mol": 160.61,
  "homo_lumo_gap_ev": [8.0, 7.1],
  "homo_energy_ev": [-8.917, -8.321],
  "e_lumo_ha": [-0.0326, -0.0449]
}

***

{
  "formula": "C3H4Cl3P",
  "method": "ωB97M-V/def2-TZVPD",
  "species": ["C", "C", "C", "P", "Cl", "Cl", "Cl", "H", "H", "H", "H"],
  "xyz": [[-0.2622, 0.0121, 0.9312], [-0.0204, -0.8295, -0.3616], [0.9536, -0.2246, -1.1997], [-1.0244, 1.6069, 0.2083], [0.5729, 0.1115, -2.8563], [-1.9299, 2.4842, 1.7512], [2.5269, 0.1295, -0.5556], [-0.6748, -0.7239, 1.5533], [0.6907, 0.0844, 1.3840], [0.1865, -1.8508, 0.0189], [-1.0191, -0.7997, -0.8737]],
  "atomic_forces_ev_per_a": [[0.24, 0.36, -1.88], [-2.39, -0.31, 1.21], [1.49, 0.85, -1.49], [0.76, -1.52, 0.07], [0.61, -0.11, 0.70], [-0.37, 0.40, 0.88], [-0.61, -0.15, -0.69], [-2.02, -0.20, 1.33], [1.23, 1.03, 0.45], [0.11, 0.24, -0.66], [0.96, -0.58, 0.08]],
  "mulliken_charge": [-0.822, -0.832, 0.373, 0.246, -0.133, -0.220, -0.147, 0.415, 0.441, 0.347, 0.332],
  "e_above_lowest_kcal_mol": 45.96,
  "homo_lumo_gap_ev": [6.9, 7.9],
  "homo_energy_ev": [-7.991, -8.280],
  "e_lumo_ha": [-0.0405, -0.0138]
}

***

{
  "formula": "C3H4ClF",
  "method": "ωB97M-V/def2-TZVPD",
  "species": ["C", "C", "C", "F", "Cl", "H", "H", "H", "H"],
  "xyz": [[-1.0308, -1.8320, -0.3483], [-0.7107, -0.6264, 0.0874], [-0.6118, 0.7058, 0.0653], [0.5629, 1.3877, 0.0298], [3.4645, 1.9786, 0.6908], [-1.2085, -2.7532, 0.1867], [-1.3581, -2.0420, -1.3800], [2.2915, 1.8587, 0.2666], [-1.3989, 1.3227, 0.4019]],
  "atomic_forces_ev_per_a": [[-0.65, 0.35, -0.28], [-0.16, 0.45, -1.54], [0.56, -2.26, 0.97], [-0.34, -0.33, -0.34], [1.09, 0.15, 0.35], [0.52, 0.24, 0.92], [0.51, 0.81, 0.16], [-0.71, -0.10, -0.26], [-0.83, 0.69, 0.01]],
  "mulliken_charge": [-0.555, 0.197, -0.203, -0.249, -0.266, 0.254, 0.223, 0.323, 0.276],
  "e_above_lowest_kcal_mol": 42.31,
  "homo_lumo_gap_ev": 10.7,
  "homo_energy_ev": -10.165,
  "e_lumo_ha": 0.0183
}

***

{
  "formula": "C3H4ClF2N",
  "method": "ωB97M-V/def2-TZVPD",
  "species": ["C", "C", "C", "N", "F", "F", "Cl", "H", "H", "H", "H"],
  "xyz": [[-0.0934, 0.0242, 1.1315], [-0.1603, 0.1194, -1.0717], [0.9470, -0.2172, -0.0124], [-0.9886, 0.4366, 0.0839], [2.0101, 0.5500, 0.0788], [1.4952, -1.4381, -0.1574], [-2.6469, 0.0210, 0.0187], [-0.2697, -0.7550, 1.7220], [0.0246, 0.9703, 1.6373], [0.1350, 1.0062, -1.6544], [-0.4529, -0.7175, -1.7764]],
  "atomic_forces_ev_per_a": [[1.41, 3.20, -2.90], [1.26, -0.28, -0.11], [-0.86, -0.59, -0.02], [-2.12, 0.30, -1.72], [1.03, 1.88, -0.21], [-0.64, -1.12, 0.25], [0.19, -0.22, 0.21], [-1.09, -3.39, 2.36], [0.99, -0.25, 1.04], [-0.41, -0.23, 0.02], [0.23, 0.70, 1.10]],
  "mulliken_charge": [-0.685, -0.599, 1.020, -0.120, -0.310, -0.313, -0.119, 0.340, 0.258, 0.222, 0.307],
  "e_above_lowest_kcal_mol": 0.00,
  "homo_lumo_gap_ev": 10.0,
  "homo_energy_ev": -9.133,
  "e_lumo_ha": 0.0322
}

***

{
  "formula": "C3H4ClFN2",
  "method": "ωB97M-V/def2-TZVPD",
  "species": ["C", "C", "C", "H", "H", "H", "H", "N", "N", "F", "Cl"],
  "xyz": [[-0.9709, 0.2249, 0.0981], [0.2046, 0.6423, -0.7640], [-0.2282, -0.6548, 1.0252], [0.6399, 1.6895, -0.4158], [-0.0992, 0.5482, -1.7917], [2.2599, -0.2344, -0.5565], [-0.3598, -1.0456, 2.0146], [1.1641, -0.3939, -0.5300], [0.9294, -1.0223, 0.6404], [-1.5131, 1.1936, 0.6624], [-2.0266, -0.9474, -0.3826]],
  "atomic_forces_ev_per_a": [[5.36, -2.76, 0.80], [0.91, 1.69, -0.60], [3.09, -1.13, 2.82], [-1.36, -1.87, -0.84], [0.10, 0.90, -0.66], [-3.36, 0.10, -0.49], [-1.66, 0.14, 0.34], [4.75, -0.72, -1.26], [-0.59, 0.53, 0.49], [-3.45, 5.27, 2.44], [-3.78, -2.16, -3.03]],
  "mulliken_charge": [1.104, -0.667, -0.629, 0.264, 0.251, 0.314, 0.477, -0.142, -0.524, -0.258, -0.190],
  "e_above_lowest_kcal_mol": 52.96,
  "homo_lumo_gap_ev": 9.5,
  "homo_energy_ev": -8.619,
  "e_lumo_ha": 0.0330
}

***

{
  "formula": "C3H4ClFN2",
  "method": "ωB97M-V/def2-TZVPD",
  "species": ["C", "C", "C", "H", "H", "H", "H", "N", "N", "F", "Cl"],
  "xyz": [[1.3622, -0.1409, 1.2240], [-0.1077, -0.1106, 0.7881], [-0.5514, -0.6403, -0.3017], [0.6512, 2.1739, 0.7276], [2.2174, 2.7718, 0.7537], [1.6460, -0.9799, 1.8158], [-0.7189, 0.6063, 1.2865], [1.6561, 1.9660, 0.5535], [2.1726, 0.8123, 1.0797], [0.1294, -1.4688, -1.0674], [-2.1165, -0.3207, -0.9807]],
  "atomic_forces_ev_per_a": [[-1.96, -0.81, -0.20], [2.36, 1.27, 1.45], [-1.20, -0.50, -1.45], [1.08, -0.49, -0.20], [0.37, -0.06, 0.12], [0.69, -0.70, -0.10], [-0.65, 0.23, 0.31], [-0.92, 0.38, -0.52], [-0.28, 1.06, 0.52], [0.33, -0.22, -0.15], [0.18, -0.15, 0.20]],
  "mulliken_charge": [-0.048, -0.749, 0.612, 0.200, 0.250, 0.385, 0.445, -0.389, -0.325, -0.212, -0.169],
  "e_above_lowest_kcal_mol": 34.11,
  "homo_lumo_gap_ev": 10.0,
  "homo_energy_ev": -9.200,
  "e_lumo_ha": 0.0302
}

***

{
  "formula": "C3H4ClFO",
  "method": "ωB97M-V/def2-TZVPD",
  "species": ["C", "C", "C", "H", "H", "H", "H", "O", "F", "Cl"],
  "xyz": [[-0.7095, -0.8196, 0.0214], [-0.2161, 0.6069, 0.2039], [1.2169, 0.6393, 0.0502], [-1.8705, -0.9568, 0.2782], [-0.7873, 1.3278, -0.5376], [-0.4885, 0.9503, 1.2416], [1.7123, 1.5302, 0.0794], [1.9122, -0.3196, -0.2362], [-0.0134, -1.7336, 0.6704], [-0.7561, -1.2249, -1.7713]],
  "atomic_forces_ev_per_a": [[-4.12, 0.11, -1.13], [-2.93, 0.52, 0.18], [1.73, -2.65, -1.50], [2.62, 0.49, -0.22], [1.30, -1.44, 1.44], [0.24, -0.21, -0.84], [1.16, 3.18, 0.53], [-0.63, 0.46, 0.33], [0.37, -0.53, 0.69], [0.26, 0.09, 0.52]],
  "mulliken_charge": [0.130, -0.557, -0.025, 0.274, 0.305, 0.259, 0.478, -0.466, -0.199, -0.199],
  "e_above_lowest_kcal_mol": 15.75,
  "homo_lumo_gap_ev": 10.8,
  "homo_energy_ev": -10.071,
  "e_lumo_ha": 0.0253
}